w) Entry from the OMol25 dataset: 2 unconnected molecules or ions with the total composition C3H9OS (ωB97M-V/def2-TZVPD).

CARTESIAN COORDINATES (ANGSTROEM)
C  1.43  -1.08  1.14
O  1.71  -1.21  -0.20
H  1.31  -1.98  1.83
H  2.32  -0.55  1.72
H  0.56  -0.46  1.41
C  0.31  0.90  -1.34
S  -0.98  1.97  -0.39
C  -1.83  0.42  0.03
H  -0.09  -0.03  -1.34
H  1.30  0.51  -0.68
H  0.49  1.28  -2.31
H  -2.27  0.37  1.07
H  -2.76  0.54  -0.71
H  -1.50  -0.69  -0.23

LUMO level (Eh): 0.127
Charge: -1
HOMO energy (eV): -2.61
Orbital gap (Ha): 0.22284


x) Entry from the OMol25 dataset: 2 unconnected molecules or ions with the total composition C3H9OS (ωB97M-V/def2-TZVPD).

CARTESIAN COORDINATES (ANGSTROEM)
C  -2.32  -1.44  -1.33
O  -1.09  -1.20  -2.12
H  -2.66  -2.19  -2.04
H  -2.13  -1.67  -0.30
H  -2.83  -0.49  -1.37
C  1.40  2.13  0.50
S  1.35  0.37  1.17
C  -0.26  -0.20  0.97
H  1.37  2.79  1.35
H  0.62  2.25  -0.25
H  2.38  2.13  0.00
H  -1.21  0.20  1.28
H  -0.57  -0.52  -1.71
H  -0.25  -1.21  0.58

LUMO level (Eh): 0.147
Charge: -1
HOMO energy (eV): -0.97
Orbital gap (Ha): 0.18283


y) Entry from the OMol25 dataset: 2 unconnected molecules or ions with the total composition C3H9OS (ωB97M-V/def2-TZVPD).

CARTESIAN COORDINATES (ANGSTROEM)
C  -0.22  -0.10  2.21
O  0.60  0.98  1.95
H  -1.26  0.02  1.86
H  0.15  -1.05  1.82
H  -0.36  -0.22  3.30
C  0.21  -1.25  -1.91
S  -1.00  -0.15  -1.09
C  -0.16  1.38  -0.81
H  -0.33  -2.11  -2.31
H  0.90  -1.60  -1.14
H  0.75  -0.77  -2.73
H  -0.56  2.18  -1.42
H  0.35  1.41  1.08
H  0.92  1.29  -0.81

LUMO level (Eh): 0.141
Charge: -1
HOMO energy (eV): -1.53
Orbital gap (Ha): 0.19758


Stability check: which of them is most stable? y).